[1]
{
  "formula": "C4H9N",
  "method": "ωB97M-V/def2-TZVPD",
  "energy_ev": -5780.7308,
  "largest_force_ev_per_a": 3.99,
  "smiles": "C=NC.C=C",
  "relative_energy_kcal_mol": 71.1,
  "gap_ha": 0.3664,
  "elements": ["C", "C", "H", "H", "H", "H", "C", "C", "N", "H", "H", "H", "H", "H"],
  "coordinates": [[-2.4522, 0.3563, -0.8260], [-3.3793, -0.3218, -1.5035], [-1.9074, 1.1008, -1.4048], [-2.5270, 0.3882, 0.2625], [-3.4486, 0.0715, -2.5439], [-3.8351, -1.2553, -1.1505], [1.7019, -1.0496, 1.0475], [2.7071, 1.1142, 0.6667], [1.7388, 0.3272, 0.5019], [0.8487, -0.9024, 1.7285], [2.6703, -1.0810, 1.5225], [1.4488, -1.7619, 0.2827], [3.0125, 1.8353, -0.0927], [3.4214, 1.1786, 1.5091]],
  "forces_ev_per_angstrom": [[-1.5, 0.5, 0.2], [1.2, 0.2, -1.1], [0.0, 0.2, 0.7], [1.1, -0.4, -0.2], [-0.3, -1.4, 0.5], [-0.5, 0.9, -0.1], [-0.8, 3.6, 1.5], [0.4, 0.0, 0.4], [0.7, -0.5, -2.6], [0.4, -1.2, 0.3], [0.1, -1.4, 0.6], [0.3, -0.1, -0.3], [-1.0, 0.6, 0.1], [0.0, -1.0, 0.0]]
}

=====

[2]
{
  "formula": "C30H43N4O2",
  "method": "ωB97M-V/def2-TZVPD",
  "energy_ev": -41855.2893,
  "largest_force_ev_per_a": 2.18,
  "smiles": "c1cc(N2CCOCC2)ccc1C(c1ccc(N2CCOCC2)cc1)[N@H+]1CCC[C@H]1CN1CCCC1",
  "relative_energy_kcal_mol": 106.9,
  "gap_ha": 0.3017,
  "charge": 1,
  "elements": ["C", "C", "N", "C", "C", "C", "C", "C", "C", "C", "C", "C", "N", "C", "C", "O", "C", "C", "C", "C", "C", "C", "C", "C", "O", "H", "H", "H", "H", "H", "H", "H", "H", "H", "H", "H", "H", "H", "H", "H", "H", "H", "H", "H", "H", "H", "H", "H", "H", "H", "C", "C", "C", "N", "C", "C", "C", "C", "C", "N", "C", "H", "H", "H", "H", "H", "H", "H", "H", "H", "H", "H", "H", "H", "H", "H", "H", "H", "H"],
  "coordinates": [[1.6466, -3.6830, 6.9708], [1.9031, -2.3177, 6.3234], [0.8054, -1.8815, 5.4434], [1.0022, -0.7849, 4.5844], [0.0046, 0.2190, 4.4537], [0.2428, 1.3557, 3.6631], [1.3059, 1.4280, 2.7900], [1.4548, 2.7153, 1.9421], [2.3684, 2.4022, 0.7108], [2.2669, 1.1932, 0.0138], [2.9731, 0.9831, -1.1720], [3.8836, 1.9709, -1.6051], [4.6849, 1.7804, -2.7453], [6.1404, 1.7372, -2.5368], [6.8838, 1.8481, -3.8626], [6.3365, 0.9884, -4.8631], [4.9438, 1.2334, -5.0726], [4.1611, 0.9209, -3.8044], [4.0506, 3.1669, -0.8584], [3.2422, 3.3948, 0.2528], [2.3139, 0.4437, 2.9267], [2.1931, -0.6375, 3.8127], [-0.5511, -2.1638, 5.9217], [-0.6486, -3.5979, 6.4334], [0.3143, -3.8307, 7.4544], [1.8810, -4.4818, 6.2421], [2.2662, -3.8003, 7.8715], [2.0284, -1.5913, 7.1537], [2.8390, -2.3582, 5.7541], [-0.9188, 0.1962, 5.0434], [-0.3831, 2.2482, 3.7707], [1.9380, 3.5140, 2.6197], [1.6647, 0.3643, 0.4010], [2.9443, -0.0005, -1.6540], [6.4268, 2.5596, -1.8707], [6.4229, 0.7735, -2.0628], [6.8635, 2.9028, -4.1970], [7.9184, 1.5004, -3.7351], [4.7539, 2.2881, -5.3524], [4.6540, 0.5561, -5.8877], [4.2843, -0.1475, -3.5388], [3.0946, 1.1406, -3.9555], [4.8510, 3.8805, -1.1097], [3.3269, 4.3456, 0.8066], [3.2467, 0.5290, 2.3617], [3.0262, -1.3471, 3.9323], [-0.8117, -1.4785, 6.7542], [-1.2653, -2.0288, 5.0987], [-1.6130, -3.7670, 6.9293], [-0.5174, -4.2981, 5.5888], [1.0094, 8.5610, -0.3514], [2.2679, 8.4254, 0.5351], [1.8964, 7.3896, 1.6070], [0.7856, 6.6224, 1.0434], [0.1284, 5.8665, 2.0745], [-0.6826, 4.6617, 1.5900], [-1.8456, 4.1295, 2.3710], [-2.0902, 2.7533, 1.7374], [-0.9276, 2.4589, 0.8074], [0.1601, 3.4182, 1.2856], [-0.0096, 7.5387, 0.1833], [0.6159, 9.5786, -0.3029], [1.2724, 8.3422, -1.3888], [3.1161, 8.0451, -0.0477], [2.5544, 9.3672, 1.0179], [2.7251, 6.7109, 1.8871], [1.5597, 7.9145, 2.5366], [0.8790, 5.4899, 2.8067], [-0.5806, 6.4916, 2.6826], [-1.0589, 4.9564, 0.6012], [-1.6202, 4.0778, 3.4413], [-2.7234, 4.7752, 2.2955], [-2.2443, 1.9792, 2.4850], [-3.0025, 2.7679, 1.1432], [-0.5781, 1.4202, 0.7723], [-1.1837, 2.8057, -0.2154], [0.7018, 3.7176, 0.4927], [-0.7887, 8.0739, 0.7543], [-0.5153, 7.0124, -0.6354]],
  "forces_ev_per_angstrom": [[-0.2, -0.3, -0.1], [-0.2, 0.5, 0.5], [0.0, -0.2, -0.7], [-0.3, -0.1, 0.1], [0.4, 0.4, 0.1], [-0.6, -0.6, 0.4], [-0.1, 0.8, 0.3], [2.0, -0.1, 0.8], [-0.8, 0.7, 0.7], [-0.2, -0.1, -0.3], [0.4, 0.4, 0.5], [0.6, 0.1, 0.0], [-0.4, 0.5, 0.1], [-0.2, -0.6, 0.0], [0.0, 0.0, -0.2], [-0.4, 0.5, 0.3], [0.2, -0.3, 0.0], [0.4, -0.2, 0.3], [-0.2, -0.4, 0.2], [0.4, 0.1, 0.0], [0.2, -0.3, 0.0], [-0.4, 0.7, 0.1], [0.3, 0.3, 0.4], [0.2, 0.1, 0.3], [0.2, 0.2, -0.5], [-0.2, 0.1, 0.3], [0.0, 0.0, -0.5], [0.0, -0.1, -0.4], [-0.2, 0.0, 0.2], [0.6, -0.1, -0.1], [-0.2, -0.6, -0.1], [-0.8, -1.0, -1.3], [0.1, 0.5, -0.1], [-0.1, 0.6, 0.1], [0.0, -0.3, -0.2], [-0.1, 0.3, 0.0], [0.1, -0.4, -0.1], [-0.3, 0.4, 0.0], [0.2, -0.4, 0.0], [0.0, 0.3, 0.2], [-0.1, 0.2, -0.2], [0.3, -0.1, 0.1], [-0.7, -0.3, -0.1], [0.0, -0.5, -0.3], [-0.4, 0.0, 0.1], [-0.6, 0.4, -0.2], [-0.1, -0.2, -0.3], [0.2, 0.0, 0.2], [0.1, 0.1, -0.4], [0.0, 0.1, 0.3], [0.3, -0.1, 0.0], [0.2, -0.4, 0.3], [-0.1, 0.5, 0.4], [0.3, -0.3, -0.5], [-0.7, -0.3, 1.3], [0.7, 0.8, 0.0], [-0.2, 0.0, 0.6], [-1.0, -0.4, 0.1], [0.5, 0.5, -0.5], [0.3, -1.1, -0.9], [0.0, 0.0, 0.5], [-0.1, -0.2, -0.1], [-0.1, 0.1, 0.1], [-0.2, 0.3, 0.1], [0.0, -0.2, -0.3], [-0.3, 0.3, -0.1], [0.2, -0.3, -0.4], [-0.3, 0.4, -0.4], [0.4, -0.2, -0.3], [0.2, -0.3, 0.0], [0.1, -0.2, -0.1], [0.2, 0.0, -0.1], [0.2, 0.0, 0.0], [-0.1, 0.0, 0.0], [0.0, 0.4, 0.1], [0.3, -0.4, 0.5], [-0.1, 0.2, -0.9], [0.1, -0.2, 0.1], [0.1, -0.1, 0.2]]
}

=====

[3]
{
  "formula": "C15H30N8O6",
  "method": "ωB97M-V/def2-TZVPD",
  "energy_ev": -40251.4865,
  "largest_force_ev_per_a": 0.69,
  "smiles": "O=COCCCCc1ccccc1.NC(N)=O.NC(N)=O.NC(N)=O.NC(N)=O",
  "gap_ha": 0.3448,
  "elements": ["O", "C", "O", "C", "C", "C", "C", "C", "C", "C", "C", "C", "C", "H", "H", "H", "H", "H", "H", "H", "H", "H", "H", "H", "H", "H", "H", "C", "O", "N", "N", "H", "H", "H", "H", "C", "O", "N", "N", "H", "H", "H", "H", "C", "O", "N", "N", "H", "H", "H", "H", "C", "O", "N", "N", "H", "H", "H", "H"],
  "coordinates": [[5.3979, 0.4215, 0.5085], [4.8604, -0.0565, -0.4541], [3.9937, 0.6207, -1.2299], [2.6664, 0.0376, -1.2064], [1.8604, 0.5599, -0.0300], [1.2586, 1.9418, -0.2706], [0.0152, 1.9683, -1.1837], [-0.9321, 0.8077, -1.0082], [-1.2672, -0.0079, -2.0834], [-2.1203, -1.0959, -1.9024], [-2.6407, -1.3715, -0.6465], [-2.3206, -0.5550, 0.4351], [-1.4671, 0.5247, 0.2521], [5.0657, -1.0938, -0.7607], [2.7709, -1.0501, -1.1205], [2.2057, 0.2355, -2.1720], [1.1141, -0.1875, 0.2388], [2.5430, 0.6286, 0.8223], [1.0438, 2.4146, 0.6893], [2.0261, 2.5664, -0.7360], [-0.5313, 2.8921, -0.9718], [0.3232, 2.0491, -2.2281], [-0.8523, 0.1847, -3.0659], [-2.3759, -1.7312, -2.7413], [-3.2870, -2.2223, -0.4719], [-2.7153, -0.7723, 1.4171], [-1.1953, 1.1639, 1.0848], [-6.0579, -1.7867, 1.2350], [-4.9556, -1.6427, 1.7445], [-7.1691, -2.0786, 1.9733], [-6.2629, -1.6588, -0.1047], [-8.0843, -2.1649, 1.5755], [-7.0505, -2.1708, 2.9637], [-5.4677, -1.4068, -0.6610], [-7.1620, -1.7421, -0.5362], [9.3024, 2.0752, 0.3820], [10.4891, 2.3197, 0.5062], [8.4847, 1.8121, 1.4443], [8.6819, 2.0437, -0.8389], [7.5067, 1.6060, 1.3450], [8.8984, 1.8220, 2.3566], [9.2469, 2.2304, -1.6449], [7.7069, 1.8423, -0.9546], [4.8710, -2.9846, 1.8420], [5.4456, -3.1246, 0.7736], [4.2938, -4.0356, 2.5014], [4.7474, -1.7659, 2.4436], [3.8143, -3.9436, 3.3760], [4.3667, -4.9397, 2.0749], [5.1758, -0.9889, 1.9668], [4.2535, -1.6171, 3.3023], [-8.6524, 1.3405, -0.9167], [-8.2616, 0.5620, -0.0646], [-9.6807, 2.2138, -0.6945], [-8.0884, 1.4088, -2.1622], [-10.0129, 2.8659, -1.3784], [-10.1102, 2.1927, 0.2110], [-7.3177, 0.7973, -2.3524], [-8.3913, 2.0460, -2.8733]],
  "forces_ev_per_angstrom": [[0.2, 0.4, -0.3], [0.1, -0.2, 0.2], [-0.1, 0.3, 0.2], [0.0, -0.7, 0.0], [0.4, 0.2, 0.0], [0.0, 0.0, -0.1], [-0.1, 0.2, 0.1], [0.1, 0.0, 0.0], [-0.1, -0.2, 0.2], [0.0, 0.1, 0.1], [0.0, 0.1, 0.1], [0.3, 0.2, 0.0], [-0.1, -0.1, -0.3], [-0.2, -0.1, 0.0], [0.0, 0.0, -0.1], [0.0, 0.2, 0.0], [-0.1, 0.1, -0.1], [0.0, -0.1, 0.0], [-0.1, -0.1, 0.0], [0.0, 0.1, 0.1], [0.0, 0.0, 0.0], [0.0, -0.2, 0.0], [0.0, 0.1, 0.0], [0.0, 0.0, 0.0], [0.0, 0.0, -0.1], [-0.2, 0.0, -0.1], [-0.1, 0.0, 0.1], [-0.1, 0.2, 0.0], [0.0, -0.1, 0.0], [0.0, -0.2, 0.0], [0.3, -0.4, -0.1], [0.0, 0.1, 0.0], [0.0, 0.0, 0.0], [0.0, 0.1, 0.0], [-0.1, 0.2, 0.1], [0.0, 0.0, 0.0], [0.0, 0.0, 0.0], [-0.1, 0.0, 0.0], [0.0, 0.0, 0.0], [0.0, -0.1, 0.0], [0.0, 0.0, 0.0], [0.0, 0.0, 0.0], [0.0, 0.0, 0.0], [-0.1, 0.0, 0.0], [0.0, 0.0, -0.1], [0.0, 0.0, 0.0], [0.0, 0.0, -0.1], [0.0, 0.0, 0.0], [0.0, 0.0, 0.0], [0.0, 0.0, 0.1], [0.0, 0.0, 0.0], [0.0, 0.1, 0.0], [-0.2, 0.0, -0.1], [0.0, 0.0, 0.0], [0.0, -0.1, 0.0], [0.0, 0.0, 0.0], [0.0, 0.0, 0.0], [0.0, 0.0, 0.0], [0.0, 0.0, 0.0]]
}

=====

[4]
{
  "formula": "C8H16N3OP",
  "method": "ωB97M-V/def2-TZVPD",
  "energy_ev": -24356.9124,
  "largest_force_ev_per_a": 4.10,
  "smiles": "CC1(C)CN1N(P=O)N1CC1(C)C",
  "relative_energy_kcal_mol": 126.6,
  "gap_ha": 0.3248,
  "elements": ["C", "C", "C", "C", "C", "C", "C", "C", "N", "N", "N", "O", "P", "H", "H", "H", "H", "H", "H", "H", "H", "H", "H", "H", "H", "H", "H", "H", "H"],
  "coordinates": [[0.7512, -1.8505, -1.5469], [-2.0468, 1.1250, -1.3910], [0.9148, -1.9036, -0.0102], [-1.3511, 1.4856, -0.1413], [1.5384, -3.1155, 0.5285], [1.4783, -0.6014, 0.5567], [-0.2351, 2.4882, -0.2638], [-1.9840, 1.4105, 1.2320], [-0.3790, -1.9726, -0.6515], [-0.9316, 0.3043, -0.8662], [-1.2970, -0.9302, -0.4252], [-3.7908, -0.7076, 0.0439], [-2.7736, -1.7342, 0.0973], [0.8055, -0.9828, -2.1589], [1.1131, -2.5912, -2.1920], [-3.1060, 0.8227, -1.2230], [-1.7703, 1.8221, -2.1284], [2.0357, -3.0423, 1.5559], [2.3774, -3.4122, -0.2001], [0.6507, -3.9127, 0.6453], [2.5941, -0.4409, 0.3560], [1.3583, -0.8027, 1.6912], [0.9917, 0.2049, 0.1017], [0.6639, 2.3725, 0.4551], [-0.4676, 3.5556, -0.2208], [0.0780, 2.4512, -1.2238], [-1.2302, 1.3023, 2.0017], [-2.7185, 0.5843, 1.4657], [-2.6344, 2.4160, 1.3275]],
  "forces_ev_per_angstrom": [[-0.4, 0.9, 1.1], [-1.1, 0.4, 1.4], [1.9, 2.4, -2.7], [0.5, 0.2, 2.0], [-0.1, -3.2, 0.9], [1.3, -2.1, 2.1], [0.6, 1.2, 3.2], [-2.5, 1.1, 0.3], [0.2, -1.1, 0.9], [-0.8, 0.4, -1.4], [-1.5, -2.8, 0.7], [-2.2, 0.9, 0.3], [2.9, 0.1, -1.0], [0.2, 1.5, 0.5], [-0.3, -2.2, -0.3], [1.2, 0.0, -0.6], [0.0, 0.2, -1.6], [-0.9, 0.3, -1.3], [-1.4, -0.2, 1.2], [2.4, 1.2, -0.5], [-1.4, -0.7, 0.2], [0.1, 1.4, -1.5], [-0.8, 1.3, 0.1], [-1.6, -0.2, -1.1], [-0.8, -0.1, 0.7], [1.6, -0.6, -3.1], [0.3, 0.6, 0.2], [0.8, 1.0, -0.9], [1.7, -2.1, 0.2]]
}